Record 1
DFT (wB97M-V/def2-TZVPD) results for a structure of composition C33H50ClLuP in a non-equilibrium geometry.

Calculated values
LUMO (spin up / spin down) (eV): 2.136 / 2.136
E_HOMO (spin up / spin down) (eV): -0.897 / -0.902
Orbital gap (spin up / spin down) (eV): 3.03 / 3.04
Relative energy (zero: lowest compared OMol25 entry of this formula, charge and spin) (kcal/mol): 146.1

ORCA input file:
```
! wB97M-V def2-TZVPD RIJCOSX def2/J DEFGRID3
* xyz -1 1
H -1.246 1.895 3.538
H -2.824 3.408 0.489
C -0.929 -2.257 2.903
C -0.771 -0.536 6.556
H -3.202 1.365 5.008
H 4.614 -1.046 -0.066
C -1.176 -2.156 -4.600
H -2.225 -1.877 -0.221
C 1.549 -3.134 2.123
C -1.078 -0.353 0.707
H -2.862 1.102 -0.614
H 0.976 -1.790 -2.676
H -1.214 1.145 -3.462
H -0.245 -4.348 2.453
C -1.724 -0.720 -4.458
H 0.166 0.176 -3.983
H 2.255 -0.668 0.715
H -2.844 5.399 -0.960
H -2.502 1.901 -2.152
C 4.441 -0.159 -2.044
C -0.838 0.116 -3.542
H -0.281 -2.117 -5.235
H 0.052 -2.429 -1.318
H 2.780 -3.781 0.210
H -2.457 -3.187 1.638
C 2.531 -0.547 -0.382
H -0.166 -0.597 1.274
C -2.469 4.466 -1.379
C -0.809 -2.844 -3.271
C 0.971 0.466 3.495
H 0.840 3.258 -1.351
H 1.288 -0.675 5.902
H -0.748 2.343 0.335
C 1.705 0.562 -1.017
H -1.817 -0.801 -1.868
C -0.934 4.520 -1.435
C -2.035 0.022 6.296
C -2.139 -2.161 1.944
H -2.840 4.397 -2.397
H 1.960 1.518 -0.528
H -2.880 -0.199 6.943
H -0.421 -1.276 2.944
C 2.223 -3.969 1.185
C -0.882 2.066 -0.731
H 1.604 -2.066 1.963
C 1.695 0.418 2.469
Cl 3.351 3.143 1.041
H -1.535 0.491 1.289
C -3.031 3.285 -0.579
C 0.278 -0.280 5.726
H 0.447 -3.584 3.918
H 4.336 0.779 -0.203
C -0.221 3.149 -1.599
H 3.797 1.918 -2.363
P -0.143 0.403 -0.788
H 2.269 -1.532 -0.807
C -0.051 -1.931 -2.298
H -2.740 -0.745 -4.050
H -0.538 5.010 -0.531
H 3.748 0.925 -3.824
H -0.630 -1.178 7.430
H -1.784 -0.237 -5.442
H -1.718 -3.195 -2.778
C 4.057 -0.270 -0.594
C 0.182 -3.405 2.841
C 3.542 0.922 -2.742
H 1.848 -0.331 -2.973
H -1.915 -2.767 -5.129
H -3.022 -1.763 2.470
H 2.425 -3.463 2.752
Lu 3.671 0.869 1.713
C -1.157 1.188 4.357
H -0.632 5.149 -2.284
H -4.112 3.210 -0.709
H 5.472 0.171 -2.123
H -0.191 -3.724 -3.474
C -0.788 -0.590 -2.176
C 2.073 0.645 -2.525
C -2.233 0.903 5.198
H 1.474 1.396 -3.051
H -0.283 2.855 -2.654
C -2.379 1.979 -1.060
H -1.367 -2.314 3.922
C 0.053 0.498 4.558
H 4.342 -1.110 -2.569
C -1.993 -1.319 0.714
*
```

Charges per atom according to Mulliken partitioning, unit e: atom 1 (H): 0.486, atom 2 (H): 0.337, atom 3 (C): 1.203, atom 4 (C): -0.393, atom 5 (H): 0.376, atom 6 (H): 0.529, atom 7 (C): -0.736, atom 8 (H): -0.200, atom 9 (C): 1.015, atom 10 (C): 2.748, atom 11 (H): 0.493, atom 12 (H): 0.332, atom 13 (H): 0.119, atom 14 (H): 0.246, atom 15 (C): -1.105, atom 16 (H): 0.240, atom 17 (H): -2.020, atom 18 (H): 0.387, atom 19 (H): 0.191, atom 20 (C): -1.111, atom 21 (C): -0.312, atom 22 (H): 0.305, atom 23 (H): -0.061, atom 24 (H): 0.338, atom 25 (H): 0.310, atom 26 (C): 0.694, atom 27 (H): -2.266, atom 28 (C): -0.693, atom 29 (C): -0.749, atom 30 (C): -0.538, atom 31 (H): 0.100, atom 32 (H): 0.455, atom 33 (H): 0.730, atom 34 (C): 2.900, atom 35 (H): 1.162, atom 36 (C): -0.878, atom 37 (C): -0.407, atom 38 (C): -1.000, atom 39 (H): 0.313, atom 40 (H): 0.195, atom 41 (H): 0.356, atom 42 (H): -1.040, atom 43 (C): -0.907, atom 44 (C): -0.019, atom 45 (H): -0.667, atom 46 (C): 0.144, atom 47 (Cl): -0.455, atom 48 (H): 0.379, atom 49 (C): -1.019, atom 50 (C): -0.668, atom 51 (H): 0.333, atom 52 (H): 0.188, atom 53 (C): -0.610, atom 54 (H): 0.478, atom 55 (P): -0.542, atom 56 (H): 0.431, atom 57 (C): -0.746, atom 58 (H): 0.425, atom 59 (H): 0.407, atom 60 (H): 0.418, atom 61 (H): 0.352, atom 62 (H): 0.385, atom 63 (H): 0.389, atom 64 (C): -0.713, atom 65 (C): -0.787, atom 66 (C): -1.315, atom 67 (H): -0.027, atom 68 (H): 0.415, atom 69 (H): 0.223, atom 70 (H): 0.048, atom 71 (Lu): -0.299, atom 72 (C): -0.403, atom 73 (H): 0.393, atom 74 (H): 0.395, atom 75 (H): 0.514, atom 76 (H): 0.408, atom 77 (C): -0.489, atom 78 (C): -0.938, atom 79 (C): -0.563, atom 80 (H): 0.311, atom 81 (H): 0.295, atom 82 (C): -0.582, atom 83 (H): 0.338, atom 84 (C): 0.795, atom 85 (H): 0.374, atom 86 (C): -1.144

Record 2
DFT (wB97M-V/def2-TZVPD) results for the molecule C3H7NO2 in a non-equilibrium geometry.

Calculated values
LUMO (eV): 0.833
E_HOMO (eV): -9.887
Structure (SMILES): CC(=O)NCO
Orbital gap (eV): 10.72
Relative energy (zero: lowest compared OMol25 entry of this formula, charge and spin) (kcal/mol): 24.3

ORCA input file:
```
! wB97M-V def2-TZVPD RIJCOSX def2/J DEFGRID3
* xyz 0 1
H -0.613 0.685 -1.873
H 1.507 1.427 0.257
H -1.300 0.162 2.140
H -1.095 -1.403 1.447
H 1.025 -1.084 -0.457
C 1.127 -0.104 -0.907
C -0.782 -0.349 1.327
N -0.211 0.471 -0.969
H 0.284 -0.455 1.489
C -1.185 0.132 -0.036
O -2.334 0.021 -0.415
H 1.577 -0.187 -1.893
O 2.001 0.683 -0.110
*
```

Charges per atom according to natural (NBO) partitioning, unit e: atom 1 (H): 0.410, atom 2 (H): 0.479, atom 3 (H): 0.253, atom 4 (H): 0.248, atom 5 (H): 0.156, atom 6 (C): 0.094, atom 7 (C): -0.744, atom 8 (N): -0.664, atom 9 (H): 0.228, atom 10 (C): 0.678, atom 11 (O): -0.592, atom 12 (H): 0.184, atom 13 (O): -0.730

Record 3
DFT (wB97M-V/def2-TZVPD) results for the ion C4H8N with charge +1 in a non-equilibrium geometry.

Calculated values
LUMO (eV): -8.477
E_HOMO (eV): -16.212
Orbital gap (eV): 7.73
Relative energy (zero: lowest compared OMol25 entry of this formula, charge and spin) (kcal/mol): 63.5

ORCA input file:
```
! wB97M-V def2-TZVPD RIJCOSX def2/J DEFGRID3
* xyz 1 1
C -1.149 -1.550 0.328
H 0.840 2.325 -0.812
N -0.419 -0.710 -0.606
H 1.440 0.871 -1.768
C 0.217 0.364 -0.141
H -1.590 -0.999 1.155
H -0.426 -2.271 0.740
C 0.620 1.348 -1.231
H 1.478 1.153 1.448
H -0.215 1.421 -1.925
H -1.908 -2.113 -0.208
H 0.431 -0.318 1.857
C 0.680 0.479 1.164
*
```

Charges per atom according to natural (NBO) partitioning, unit e: atom 1 (C): -0.513, atom 2 (H): 0.244, atom 3 (N): 0.023, atom 4 (H): 0.262, atom 5 (C): 0.077, atom 6 (H): 0.227, atom 7 (H): 0.288, atom 8 (C): -0.646, atom 9 (H): 0.246, atom 10 (H): 0.257, atom 11 (H): 0.276, atom 12 (H): 0.218, atom 13 (C): 0.042